<i>
CH4Br2Si | ωB97M-V/def2-TZVPD

## Properties
- HOMO (eV) = -10.0
- LUMO (eV) = 0.44
- HOMO-LUMO gap (eV) = 10.40

The geometry in ORCA input format:
```
! RIJCOSX wB97M-V def2-TZVPD def2/J DEFGRID3
* xyz 0 1
C 0.44448 -0.74190 -0.26181
Si -0.67174 0.72497 0.21200
Br 2.02544 0.08357 -0.82305
Br 0.79675 -1.87873 1.32676
H 0.07574 -1.31343 -1.24726
H 0.07362 1.65363 1.02079
H -1.82575 0.34544 0.94729
H -0.91855 1.12644 -1.17471
*
```

And the Mulliken charges, in e, turn out to be:
1. C -0.301
2. Si 0.479
3. Br -0.073
4. Br -0.119
5. H 0.320
6. H -0.086
7. H -0.128
8. H -0.092


<ii>
CH4Br2Si | ωB97M-V/def2-TZVPD

## Properties
- HOMO (eV) = -9.7
- LUMO (eV) = 0.53
- HOMO-LUMO gap (eV) = 10.22
- SMILES string = C[SiH](Br)Br

The geometry in ORCA input format:
```
! RIJCOSX wB97M-V def2-TZVPD def2/J DEFGRID3
* xyz 0 1
C 0.01805 -0.36325 -0.43235
Si 1.50791 0.37073 1.17258
Br 3.06455 1.32045 -0.07140
Br 2.32322 -1.49515 1.96298
H -0.98788 0.01154 -0.42555
H 0.64335 -0.26474 -1.30255
H -0.01329 -1.34395 -0.31441
H 0.83228 1.34725 1.98840
*
```

And the Mulliken charges, in e, turn out to be:
1. C -1.147
2. Si 0.632
3. Br -0.202
4. Br -0.177
5. H 0.304
6. H 0.301
7. H 0.386
8. H -0.096


<ii> (219.5 kJ/mol below the next structure)